ORCA calculation (ωB97M-V with the def2-TZVPD basis set) on a cluster of 5 separate species, C30H22FO20P in total in a non-equilibrium geometry.

Output
Kohn-Sham gap: 7.518 eV
SMILES string: O=[PH2]C1=C(CCF)C(=O)OC1=O.O=C1C=C(O)C(=O)C=C1O.O=C1C=C(O)C(=O)C=C1O.O=C1C=C(O)C(=O)C=C1O.O=C1C=C(O)C(=O)C=C1O
E_LUMO: -2.0 eV
net charge: 0

CARTESIAN COORDINATES (ANGSTROEM)
O 1.196 -0.088 0.146
P 0.349 0.983 -0.446
C -0.613 0.312 -1.820
C -1.176 -0.900 -1.890
C -1.226 -2.071 -0.976
C -1.133 -1.778 0.522
F -2.038 -2.563 1.228
C -1.831 -0.966 -3.250
O -2.344 -1.938 -3.703
O -1.722 0.242 -3.885
C -0.900 1.041 -3.074
O -0.564 2.130 -3.402
H -0.510 1.586 0.489
H 1.176 1.981 -0.998
H -2.191 -2.557 -1.155
H -0.481 -2.807 -1.286
H -1.413 -0.743 0.693
H -0.125 -1.939 0.887
O 3.722 -3.105 2.596
C 3.043 -4.069 2.902
C 3.587 -5.305 3.434
C 2.761 -6.318 3.728
O 3.184 -7.478 4.217
C 1.274 -6.218 3.520
O 0.598 -7.190 3.796
C 0.730 -4.970 3.009
C 1.557 -3.957 2.719
O 1.126 -2.788 2.251
H 4.657 -5.366 3.577
H 2.385 -8.029 4.334
H -0.341 -4.900 2.878
H 1.917 -2.226 2.123
O -3.867 2.372 -5.372
C -3.473 3.051 -6.302
C -4.230 4.150 -6.877
C -3.723 4.837 -7.908
O -4.356 5.854 -8.484
C -2.381 4.506 -8.503
O -2.005 5.172 -9.451
C -1.614 3.423 -7.917
C -2.119 2.734 -6.882
O -1.478 1.735 -6.294
H -5.193 4.380 -6.443
H -3.768 6.164 -9.200
H -0.645 3.204 -8.341
H -2.073 1.413 -5.585
O -2.947 0.866 -0.099
C -3.876 1.629 0.128
C -4.519 2.425 -0.896
C -5.518 3.256 -0.562
O -6.152 4.014 -1.442
C -5.997 3.390 0.860
O -6.894 4.178 1.082
C -5.364 2.571 1.881
C -4.371 1.739 1.545
O -3.760 0.959 2.434
H -4.167 2.324 -1.914
H -6.822 4.516 -0.938
H -5.727 2.660 2.895
H -3.091 0.442 1.949
O 4.391 -0.752 4.247
C 5.488 -0.576 4.738
C 5.736 0.364 5.822
C 6.975 0.518 6.302
O 7.274 1.357 7.291
C 8.141 -0.253 5.751
O 9.239 -0.039 6.233
C 7.895 -1.206 4.685
C 6.654 -1.370 4.201
O 6.387 -2.233 3.229
H 4.892 0.916 6.210
H 8.236 1.270 7.433
H 8.740 -1.765 4.309
H 5.428 -2.202 3.025

ORCA calculation (ωB97M-V with the def2-TZVPD basis set) on a structure of composition C30H22N7O9V.

Output
Kohn-Sham gap (spin up / spin down): 7.487 / 7.606 eV
multiplicity: 3
⟨S²⟩: 2.014
E_LUMO (spin up / spin down): -7.0 / -7.1 eV
ΔE to the lowest compared entry with this formula, charge and spin: 0.00 kcal per mole
net charge: +2

CARTESIAN COORDINATES (ANGSTROEM)
V -0.221 -0.211 0.368
C -0.532 0.937 4.618
C -0.268 0.965 3.245
N -0.445 -0.098 2.473
C -0.903 -1.248 3.035
C -1.208 -1.360 4.390
C -1.003 -0.219 5.188
C -1.715 -2.609 4.889
C -1.908 -3.658 4.062
C -1.609 -3.559 2.660
C -1.807 -4.605 1.739
C -1.511 -4.410 0.413
C -1.020 -3.171 -0.002
N -0.812 -2.174 0.845
C -1.101 -2.362 2.158
H -0.371 1.829 5.207
H 0.090 1.863 2.756
H -1.224 -0.260 6.248
H -1.946 -2.689 5.944
H -2.297 -4.594 4.442
H -2.199 -5.554 2.083
H -1.657 -5.195 -0.315
H -0.793 -2.983 -1.043
O 3.037 0.183 -5.709
C 1.639 0.041 -5.731
C 1.153 -0.132 -4.319
C -0.188 -0.336 -4.061
C -0.599 -0.480 -2.745
N 0.242 -0.430 -1.714
C 1.564 -0.252 -1.971
C 2.047 -0.096 -3.246
C 2.443 -0.270 -0.773
C 3.800 -0.034 -0.844
C 4.573 -0.123 0.308
C 6.052 0.127 0.265
O 6.422 0.413 -1.060
C 3.943 -0.451 1.506
C 2.580 -0.634 1.515
N 1.830 -0.539 0.405
H 3.365 0.318 -6.603
H 1.324 -0.831 -6.315
H 1.144 0.921 -6.158
H -0.914 -0.386 -4.865
H -2.452 -0.728 -3.169
H 3.096 0.043 -3.450
H 4.284 0.214 -1.775
H 6.563 -0.763 0.652
H 6.278 0.957 0.944
H 7.364 0.603 -1.101
H 4.504 -0.549 2.426
H 2.055 -0.863 2.432
O -6.346 3.067 -0.839
N -5.402 3.816 -0.951
O -5.441 4.984 -1.261
C -4.068 3.248 -0.661
C -2.950 4.080 -0.748
C -1.695 3.589 -0.482
C -1.510 2.235 -0.130
O -0.377 1.670 0.177
C -2.680 1.437 -0.081
C -3.963 1.929 -0.328
N -2.384 0.111 0.224
O -1.878 -0.693 -2.392
O -3.274 -0.691 0.363
N -0.556 4.521 -0.585
O -0.771 5.593 -1.101
O 0.514 4.137 -0.160
H -3.070 5.119 -1.023
H -4.837 1.293 -0.267

ORCA calculation (ωB97M-V with the def2-TZVPD basis set) on a structure of composition C30H23F5N3O4S4W.

Output
Kohn-Sham gap: 5.952 eV
E_LUMO: -4.8 eV
ΔE to the lowest compared entry with this formula, charge and spin: 0.00 kcal per mole
net charge: +1

CARTESIAN COORDINATES (ANGSTROEM)
W 0.133 0.252 -0.344
F 6.325 -3.291 1.830
C 5.406 -2.605 1.167
C 4.088 -2.619 1.582
F 3.733 -3.322 2.653
C 3.131 -1.901 0.885
F 1.882 -1.958 1.366
C 3.449 -1.146 -0.241
S 2.397 -0.157 -1.259
C 4.789 -1.154 -0.629
F 5.166 -0.450 -1.697
C 5.756 -1.865 0.051
F 7.018 -1.838 -0.359
C -4.486 3.265 -3.623
C -3.882 2.019 -4.253
N -3.572 0.966 -3.263
C -4.556 -0.107 -3.080
C -5.588 0.201 -2.003
C -2.477 1.054 -2.525
S -2.247 -0.113 -1.273
N -1.703 2.143 -2.753
C -0.449 2.212 -2.486
O 0.268 1.173 -2.057
C 0.284 3.467 -2.680
C -0.358 4.562 -3.258
C 0.324 5.755 -3.412
C 1.644 5.859 -2.988
C 2.285 4.771 -2.413
C 1.610 3.573 -2.260
H -4.684 4.004 -4.399
H -3.800 3.699 -2.898
H -5.428 3.043 -3.123
H -2.970 2.264 -4.791
H -4.576 1.574 -4.964
H -4.016 -1.022 -2.842
H -5.041 -0.256 -4.044
H -5.109 0.396 -1.044
H -6.256 -0.653 -1.889
H -6.193 1.066 -2.269
H -1.384 4.463 -3.583
H -0.169 6.605 -3.864
H 2.174 6.794 -3.110
H 3.313 4.856 -2.087
H 2.107 2.719 -1.819
O -0.776 -0.752 1.157
N -1.433 -1.896 0.919
C -2.413 -2.232 1.782
C -3.050 -3.432 1.627
C -2.670 -4.278 0.582
C -1.670 -3.896 -0.285
C -1.040 -2.666 -0.114
S 0.243 -2.033 -1.094
H -2.623 -1.502 2.548
H -3.836 -3.703 2.316
H -3.167 -5.229 0.448
H -1.363 -4.521 -1.111
O -2.721 2.039 1.362
C -1.527 2.119 1.299
O -0.830 1.893 0.163
C -0.663 2.517 2.432
C -1.190 3.354 3.410
C -0.411 3.769 4.473
C 0.905 3.331 4.575
C 1.437 2.483 3.619
C 0.657 2.075 2.538
S 1.495 1.014 1.395
H -2.221 3.670 3.310
H -0.824 4.428 5.224
H 1.521 3.647 5.407
H 2.457 2.132 3.704